Entry 1:
Computed, not measured: C18H36FNiO36S9 as an isolated structure at a distorted geometry, with ωB97M-V/def2-TZVPD.

Geometry as ORCA input:
```
! RIJCOSX wB97M-V def2-TZVPD def2/J DEFGRID3
* xyz 1 3
Ni 0.270 0.043 0.181
F 0.648 1.701 0.900
C 2.826 3.297 -0.217
C 3.258 2.357 0.968
O 3.283 1.008 0.507
S 3.116 0.930 -1.008
O 1.775 0.512 -1.270
O 4.092 0.233 -1.715
O 3.302 2.472 -1.351
H 3.274 4.277 -0.403
H 1.727 3.343 -0.253
H 2.519 2.380 1.719
H 4.206 2.654 1.371
C 3.137 -3.900 -0.174
C 4.307 -2.973 0.113
O 3.781 -2.042 1.095
S 2.302 -2.422 1.600
O 1.516 -1.202 1.547
O 2.396 -3.254 2.706
O 1.926 -3.299 0.337
H 3.294 -4.863 0.309
H 2.979 -3.901 -1.219
H 4.738 -2.416 -0.719
H 5.089 -3.636 0.600
C -2.308 -5.224 4.356
C -3.140 -3.913 4.199
O -2.940 -3.589 2.816
S -1.447 -3.892 2.382
O -0.540 -2.849 2.804
O -1.408 -4.395 1.049
O -1.276 -5.119 3.373
H -2.841 -6.159 4.082
H -1.923 -5.289 5.372
H -2.693 -3.164 4.817
H -4.230 -4.127 4.252
C -3.537 -1.857 -0.603
C -3.341 -0.365 -0.864
O -3.616 0.317 0.416
S -2.896 -0.544 1.438
O -3.543 -0.378 2.696
O -1.483 -0.427 1.390
O -3.233 -1.995 0.824
H -2.912 -2.460 -1.260
H -4.589 -2.121 -0.616
H -4.103 -0.005 -1.573
H -2.333 -0.150 -1.148
C -2.002 2.500 -3.993
C -2.542 3.536 -2.919
O -1.778 3.237 -1.750
S -0.485 2.376 -2.166
O -0.712 1.059 -1.616
O 0.685 3.118 -1.972
O -0.676 2.210 -3.746
H -2.025 2.884 -5.011
H -2.599 1.552 -3.886
H -3.548 3.254 -2.713
H -2.309 4.527 -3.250
C 0.444 -1.181 -3.906
C 1.530 -2.260 -3.739
O 1.368 -2.626 -2.444
S -0.114 -2.600 -2.029
O -0.284 -1.721 -0.899
O -0.715 -3.862 -1.948
O -0.654 -1.859 -3.326
H 0.136 -0.969 -4.944
H 0.729 -0.272 -3.394
H 2.537 -1.885 -3.862
H 1.257 -3.059 -4.467
C 0.272 -0.942 5.167
C 0.493 -0.367 6.548
O -0.772 -0.569 7.299
S -1.970 -0.399 6.226
O -2.260 0.962 6.226
O -2.987 -1.332 6.559
O -1.166 -0.923 4.962
H 0.576 -2.038 4.967
H 0.582 -0.262 4.446
H 0.750 0.681 6.431
H 1.174 -0.852 7.209
C -3.885 3.491 3.034
C -2.368 3.435 2.584
O -2.322 3.237 1.192
S -3.728 3.679 0.582
O -4.172 2.802 -0.496
O -3.719 5.093 0.326
O -4.623 3.328 1.813
H -4.092 4.464 3.545
H -4.182 2.591 3.591
H -1.835 2.642 3.040
H -1.878 4.417 2.828
C 3.984 3.216 -6.678
C 5.178 2.448 -5.991
O 4.612 1.230 -5.524
S 3.091 1.432 -5.363
O 2.737 1.491 -4.012
O 2.529 0.364 -6.088
O 2.851 2.877 -5.904
H 3.918 2.832 -7.669
H 4.032 4.261 -6.747
H 5.603 2.934 -5.139
H 5.905 2.222 -6.815
*
```

## Properties
<S²>: 2.003
Total energy, eV: -234223.458
HOMO energy (spin up / spin down), hartree: -0.4680 / -0.4680
Frontier orbital gap (spin up / spin down), eV: 11.1125 / 10.3465


Entry 2:
Computed, not measured: an isolated ion of composition C3H7O2 and charge +1 at a distorted geometry, with ωB97M-V/def2-TZVPD.

Geometry as ORCA input:
```
! RIJCOSX wB97M-V def2-TZVPD def2/J DEFGRID3
* xyz 1 1
C -0.500 -0.888 0.061
C 1.524 0.651 -0.393
C 0.154 0.503 0.054
O -1.811 -0.608 0.460
O -0.570 1.486 0.327
H -0.399 -1.306 -0.955
H -1.480 1.316 0.750
H -2.326 -1.457 0.296
H 2.173 0.508 0.530
H 1.624 1.691 -0.865
H 1.615 -0.299 -1.032
H -0.004 -1.598 0.768
*
```

## Properties
Energy above the lowest of the compared OMol25 structures with the same formula, charge and spin, kcal per mole: 0.0
Total energy, eV: -7311.156
HOMO energy, hartree: -0.5995
Frontier orbital gap, eV: 10.9613


Entry 3:
Computed, not measured: C21H26ClNdOP2 as an isolated structure at a distorted geometry, with ωB97M-V/def2-TZVPD.

Geometry as ORCA input:
```
! RIJCOSX wB97M-V def2-TZVPD def2/J DEFGRID3
* xyz 2 4
Nd -0.562 -1.505 0.663
Cl -0.394 0.781 1.804
P 0.382 0.683 -0.968
C -1.033 -0.181 -1.734
C -0.897 -1.151 -2.746
C -2.019 -1.868 -3.142
C -3.245 -1.708 -2.502
C -3.390 -0.796 -1.463
C -2.286 -0.073 -1.003
C 0.103 2.443 -1.228
C 0.978 3.308 -0.538
C 0.735 4.677 -0.582
C -0.369 5.178 -1.297
C -1.185 4.306 -2.032
C -0.939 2.934 -2.040
C 1.950 0.217 -1.744
C 2.936 -0.417 -0.968
C 4.173 -0.694 -1.538
C 4.403 -0.361 -2.879
C 3.415 0.240 -3.659
C 2.171 0.535 -3.091
H 1.797 2.877 0.045
H 1.397 5.356 -0.051
H -0.555 6.252 -1.303
H -2.020 4.709 -2.601
H -1.543 2.248 -2.640
H 0.081 -1.331 -3.198
H -1.940 -2.562 -3.999
H -4.121 -2.269 -2.841
H -4.375 -0.582 -1.031
H -2.450 0.742 -0.288
H 2.716 -0.645 0.097
H 4.953 -1.148 -0.938
H 5.373 -0.588 -3.315
H 3.587 0.500 -4.701
H 1.377 1.044 -3.665
H -0.278 -4.355 -2.609
H 0.489 -4.242 -2.574
C -1.242 -3.085 5.338
P -0.732 -1.691 4.338
C -1.705 -0.333 4.918
C 0.991 -1.350 4.727
O -1.006 -1.940 2.837
H -0.722 -3.994 4.993
H -2.328 -3.235 5.221
H -1.036 -2.980 6.422
H -1.423 -0.058 5.950
H -1.512 0.511 4.225
H -2.799 -0.519 4.872
H 1.612 -2.218 4.450
H 1.401 -0.476 4.190
H 1.087 -1.184 5.818
*
```

## Properties
Energy above the lowest of the compared OMol25 structures with the same formula, charge and spin, kcal per mole: 6.4
<S²>: 3.776
Total energy, eV: -70610.940
HOMO energy (spin up / spin down), hartree: -0.5082 / -0.5063
Frontier orbital gap (spin up / spin down), eV: 6.6580 / 6.8602


Entry 4:
Computed, not measured: C48H114InN6O19 as an isolated structure at a distorted geometry, with ωB97M-V/def2-TZVPD.

Geometry as ORCA input:
```
! RIJCOSX wB97M-V def2-TZVPD def2/J DEFGRID3
* xyz 1 1
In 2.806 -0.912 -5.943
C 0.846 3.116 -0.816
C -0.138 3.164 0.128
C -0.852 1.887 0.619
O -1.519 1.773 1.672
C -0.706 0.715 -0.014
C 0.220 0.644 -1.144
C 1.121 1.912 -1.452
O 1.963 1.839 -2.339
O 0.260 -0.277 -1.972
O -0.263 4.321 0.687
H 1.388 3.981 -1.169
H -1.148 -0.186 0.386
C -3.529 -0.453 -7.776
C -2.243 -0.007 -7.189
C -2.399 1.336 -6.364
O -1.047 1.914 -6.234
C -0.866 3.243 -5.805
N -1.693 -1.033 -6.389
H -4.003 0.376 -8.303
H -4.287 -0.814 -7.081
H -3.490 -1.396 -8.321
H -1.604 0.170 -8.054
H -2.937 1.348 -5.417
H -2.990 1.968 -7.026
H -1.500 3.531 -4.967
H -1.061 3.951 -6.612
H 0.167 3.430 -5.512
H -2.308 -1.179 -5.600
H -1.805 -1.908 -6.882
C -3.023 -5.199 -1.707
C -2.184 -5.693 -0.519
C -2.295 -7.178 -0.281
O -3.540 -7.716 0.086
C -3.404 -8.971 0.706
N -0.774 -5.259 -0.664
H -4.085 -5.371 -1.530
H -2.713 -5.743 -2.599
H -2.831 -4.160 -1.976
H -2.593 -5.153 0.335
H -1.488 -7.370 0.426
H -2.059 -7.738 -1.186
H -4.170 -9.693 0.421
H -3.456 -8.851 1.788
H -2.457 -9.471 0.502
H -0.795 -4.311 -1.011
H -0.496 -5.260 0.307
C -7.701 -1.650 2.005
C -6.417 -2.513 2.036
O -6.411 -3.521 3.091
H -7.999 -1.314 2.999
H -8.521 -2.297 1.696
H -7.610 -0.722 1.441
H -5.563 -1.837 2.071
H -6.281 -3.022 1.082
H -5.716 -3.183 3.661
C 4.652 1.850 4.212
C 3.585 2.177 3.136
O 4.156 2.804 1.879
H 5.289 1.054 3.826
H 4.180 1.651 5.174
H 5.304 2.689 4.455
H 2.870 2.916 3.497
H 3.035 1.272 2.875
H 3.375 3.030 1.370
C 5.085 8.224 2.491
C 3.770 7.904 3.201
O 2.739 8.181 2.237
H 5.320 7.586 1.640
H 5.833 8.116 3.276
H 5.070 9.239 2.093
H 3.681 8.531 4.089
H 3.607 6.913 3.627
H 2.247 7.365 2.121
C -4.678 -1.207 7.802
C -4.273 -0.384 6.582
O -3.290 -1.171 5.890
H -3.905 -1.251 8.569
H -5.044 -2.190 7.505
H -5.597 -0.845 8.262
H -3.850 0.608 6.743
H -4.945 -0.285 5.730
H -2.922 -0.677 5.154
C -1.346 5.882 5.718
C -1.395 7.344 6.087
O -2.535 7.624 6.759
H -1.102 5.206 6.538
H -0.478 5.794 5.065
H -2.241 5.587 5.170
H -1.286 8.026 5.244
H -0.499 7.401 6.705
H -3.200 7.815 6.093
C 4.311 -4.145 6.982
O 3.778 -4.142 5.689
C 2.372 -3.789 5.606
C 1.815 -4.083 4.232
N 1.390 -5.527 4.025
C 0.153 -5.792 4.826
C 0.225 -7.122 5.578
O 1.174 -7.101 6.643
C 1.419 -8.327 7.321
H 5.316 -4.494 7.219
H 3.606 -4.628 7.660
H 4.297 -3.144 7.413
H 2.318 -2.731 5.859
H 1.744 -4.382 6.271
H 2.608 -4.060 3.485
H 1.300 -3.150 4.002
H 2.114 -6.156 4.341
H -0.714 -5.911 4.176
H -0.135 -4.974 5.485
H 0.551 -7.937 4.933
H -0.785 -7.285 5.954
H 1.594 -9.227 6.731
H 0.566 -8.396 7.995
H 2.361 -8.246 7.863
C -7.527 4.970 4.749
O -7.821 4.929 3.361
C -6.744 4.644 2.499
C -5.809 5.762 2.200
N -6.598 6.798 1.559
C -6.018 8.116 1.659
C -6.470 8.753 2.955
O -6.092 8.106 4.139
C -6.928 8.585 5.238
H -6.634 5.553 4.972
H -7.571 4.036 5.310
H -8.432 5.325 5.243
H -7.166 4.335 1.542
H -6.200 3.772 2.859
H -5.106 5.394 1.452
H -5.068 5.877 2.991
H -7.333 6.845 2.251
H -6.256 8.680 0.757
H -4.929 8.105 1.698
H -7.518 9.045 2.881
H -6.089 9.770 3.042
H -6.637 8.096 6.168
H -7.986 8.373 5.086
H -6.852 9.654 5.440
C 2.599 2.863 -9.222
O 3.409 2.566 -8.106
C 4.402 3.603 -7.935
C 5.393 3.225 -6.727
N 5.912 1.903 -6.954
C 7.193 1.907 -6.224
C 7.902 0.495 -6.271
O 6.984 -0.658 -6.206
C 7.885 -1.740 -5.832
H 2.232 1.912 -9.607
H 3.102 3.224 -10.119
H 1.742 3.449 -8.890
H 4.271 4.682 -7.852
H 4.964 3.548 -8.867
H 4.952 3.552 -5.786
H 6.203 3.952 -6.660
H 6.175 1.797 -7.924
H 7.127 2.155 -5.165
H 7.931 2.550 -6.703
H 8.694 0.444 -5.524
H 8.449 0.601 -7.208
H 8.708 -1.923 -6.521
H 7.238 -2.599 -5.652
H 8.178 -1.509 -4.807
C 4.780 -5.662 -7.308
O 3.718 -4.828 -6.737
C 2.482 -5.558 -6.593
C 2.066 -5.985 -5.117
N 2.596 -5.019 -4.041
C 3.937 -5.449 -3.617
C 4.405 -4.406 -2.597
O 4.647 -3.120 -3.251
C 5.077 -2.287 -2.173
H 4.939 -6.568 -6.723
H 5.694 -5.071 -7.363
H 4.357 -5.863 -8.292
H 2.521 -6.435 -7.240
H 1.732 -4.860 -6.965
H 2.422 -6.997 -4.929
H 0.990 -6.147 -5.055
H 2.033 -5.037 -3.202
H 4.676 -5.677 -4.385
H 3.892 -6.347 -3.001
H 5.341 -4.871 -2.287
H 3.688 -4.341 -1.779
H 4.403 -2.157 -1.326
H 5.307 -1.380 -2.731
H 6.043 -2.747 -1.965
*
```

## Properties
Total energy, eV: -104613.773
HOMO energy, hartree: -0.3742
Frontier orbital gap, eV: 3.0644


Entry 5:
Computed, not measured: a 2-piece molecular cluster, C3HBrF4 overall at a distorted geometry, with ωB97M-V/def2-TZVPD.

Geometry as ORCA input:
```
! RIJCOSX wB97M-V def2-TZVPD def2/J DEFGRID3
* xyz 0 1
C 0.188 -1.263 -0.628
C 1.438 -1.296 -0.288
C -1.394 1.868 0.192
F -0.920 -1.831 -0.225
F 2.081 -2.073 0.666
F 2.347 -0.403 -0.774
F -0.145 2.357 -0.031
Br -1.834 1.269 1.798
H -1.762 1.371 -0.711
*
```

## Properties
Energy above the lowest of the compared OMol25 structures with the same formula, charge and spin, kcal per mole: 95.0
Total energy, eV: -84033.234
HOMO energy (spin up / spin down), hartree: -0.3979 / -0.3132
Frontier orbital gap (spin up / spin down), eV: 10.6788 / 6.6573